5
Properties=species:S:1:pos:R:3 method="wB97M-V/def2-TZVPD" fmax_ev_per_a=3.70 e_homo_ev=-9.8 total_charge=0 de_lowest_ev=2.1370
O -0.37740 0.01887 0.54634
P 0.44694 0.66742 -0.67855
Cl -1.99941 0.44270 -2.21222
H -1.24694 0.38382 0.83086
H 0.98120 -0.76120 -0.74986

5
Properties=species:S:1:pos:R:3 method="wB97M-V/def2-TZVPD" fmax_ev_per_a=3.04 e_homo_ev="-10.1 / -10.1" total_charge=0 de_lowest_ev=2.7716
P 0.83932 0.48416 0.06016
S -0.72135 -0.83586 0.17906
Cl -3.05962 0.58704 0.15023
H 1.59361 -0.38006 0.72017
H 1.34804 0.14472 -1.10962

5
Properties=species:S:1:pos:R:3 method="wB97M-V/def2-TZVPD" fmax_ev_per_a=3.74 e_homo_ev=-9.4 total_charge=0 de_lowest_ev=0.1909 smiles="S=[PH2]Cl"
S 1.96824 -0.13199 0.38047
P 0.03067 -0.15319 0.10461
Cl -0.72564 1.61924 -0.06141
H -0.38712 -0.48278 -1.25478
H -0.88615 -0.85128 0.83111

5
Properties=species:S:1:pos:R:3 method="wB97M-V/def2-TZVPD" fmax_ev_per_a=2.88 e_homo_ev=-8.9 total_charge=0 de_lowest_ev=3.9125
P -1.16049 0.75554 -0.81981
S 0.35329 -1.25238 1.26524
Cl 1.99582 -1.38257 0.03999
H -1.38747 1.33168 0.37476
H 0.19884 0.54773 -0.86019

9
Properties=species:S:1:pos:R:3 method="wB97M-V/def2-TZVPD" fmax_ev_per_a=4.63 e_homo_ev=-10.3 total_charge=0 de_lowest_ev=0.6667
N -1.30088 -0.50865 -1.04691
N -1.95885 0.48768 -0.92435
O 0.40214 0.71676 0.45254
O 2.73897 0.99113 1.25264
S 1.59014 0.20746 1.52355
Cl 1.80837 -1.82850 0.79226
H 0.04640 -0.00047 -0.02772
H -2.03293 -1.26303 -1.43692
H -1.29336 1.19762 -0.58510

7
Properties=species:S:1:pos:R:3 method="wB97M-V/def2-TZVPD" fmax_ev_per_a=1.02 e_homo_ev=-10.0 total_charge=0 de_lowest_ev=0.5399 smiles="O=PCl.N"
O 1.53789 -1.20548 0.53455
P 2.46330 -0.75585 -0.48482
Cl 3.01454 1.13950 0.03824
N -1.68757 0.46164 0.05431
H -2.39566 0.06248 0.65827
H -2.04857 0.44933 -0.89176
H -0.88393 -0.15161 0.09121

6
Properties=species:S:1:pos:R:3 method="wB97M-V/def2-TZVPD" fmax_ev_per_a=5.83 e_homo_ev=-8.8 total_charge=0 de_lowest_ev=3.7546
N -1.29306 0.65129 -0.16681
P 1.19147 -0.73000 -0.26469
Cl 2.41363 0.80689 0.04141
H -1.64448 0.63450 -1.05068
H -1.49462 -0.06559 0.49977
H 0.82707 -1.29709 0.94099

8
Properties=species:S:1:pos:R:3 method="wB97M-V/def2-TZVPD" fmax_ev_per_a=5.42 e_homo_ev=-15.6 total_charge=+1 de_lowest_ev=3.7282
O 0.03345 -0.35045 2.05275
O 0.66257 -1.20417 -0.28859
O 0.63468 1.26132 -0.22922
P 0.17271 -0.00979 0.63875
Cl 4.05392 0.16754 -1.02790
H 4.32117 -0.43678 -2.32434
H 0.79510 -2.14291 -0.35931
H 1.23393 1.10835 -1.04069

9
Properties=species:S:1:pos:R:3 method="wB97M-V/def2-TZVPD" fmax_ev_per_a=1.81 e_homo_ev=-10.6 total_charge=0 de_lowest_ev=1.7633
N 1.27767 -1.24467 0.22236
N 0.06787 0.97122 -0.52308
O 2.66238 0.95559 0.25143
P 1.37131 0.37124 0.01304
Cl -4.26238 0.15838 -0.02482
H 1.92017 -1.58331 0.92712
H 0.42618 -1.47062 0.69584
H -3.51004 -0.12212 -1.04100
H 0.04683 1.96429 -0.52090

7
Properties=species:S:1:pos:R:3 method="wB97M-V/def2-TZVPD" fmax_ev_per_a=1.93 e_homo_ev=-8.9 total_charge=0 de_lowest_ev=2.1785
Si -1.67803 -2.36082 1.40537
P 1.38208 2.14732 -0.71460
Cl -1.02045 -0.94931 0.04655
H -0.98245 -3.62737 0.96606
H 0.06923 2.38337 -0.11789
H 1.32574 1.02601 0.15215
H 0.90388 1.38080 -1.73763

9
Properties=species:S:1:pos:R:3 method="wB97M-V/def2-TZVPD" fmax_ev_per_a=2.68 e_homo_ev=-10.7 total_charge=0 de_lowest_ev=3.0246 smiles="O=[SiH2].[SiH3]Cl"
O -0.96113 0.79485 1.84435
Si -1.85202 -0.30932 1.34387
H -2.68852 -0.16476 0.27805
H -1.96399 -1.63045 1.93967
Si 1.66903 0.37423 -1.02518
Cl 0.14059 -0.42609 -2.23168
H 1.96662 -0.79127 -0.19379
H 0.90646 1.34604 -0.15084
H 2.78296 0.80677 -1.80444

9
Properties=species:S:1:pos:R:3 method="wB97M-V/def2-TZVPD" fmax_ev_per_a=3.79 e_homo_ev=-10.8 total_charge=0 de_lowest_ev=0.0000 smiles=[SiH3]O[SiH2]Cl
Si 1.47879 0.82424 -0.01743
O -0.06421 0.05958 -0.50287
Si -1.29027 -0.85669 -0.03457
Cl -2.88157 0.31908 0.30845
H 1.44975 2.01672 -0.85196
H 1.38078 1.08671 1.41243
H 2.49115 -0.16353 -0.36796
H -0.98997 -1.54806 1.21187
H -1.57444 -1.73806 -1.15796

18
Properties=species:S:1:pos:R:3 method="wB97M-V/def2-TZVPD" fmax_ev_per_a=5.55 e_homo_ev=-8.2 total_charge=0 de_lowest_ev=2.5164
Na -0.47329 -5.93327 -1.71623
Cl 1.11661 -1.04614 -0.40108
O 2.42513 -1.07228 0.16804
O 1.08023 -1.79045 -1.55699
O 0.15420 -1.65558 0.46714
O 0.67729 0.28004 -0.60114
O -2.85204 4.84794 -0.74470
H -1.93877 5.00655 -0.50592
H -3.33204 4.92162 0.08016
O -4.88286 -1.31227 -0.80005
H -5.71226 -1.65945 -0.47174
H -4.22639 -1.94659 -0.51209
O 5.22330 1.60333 -2.52569
H 5.39641 1.07940 -1.74353
H 5.00924 0.96097 -3.20229
O 0.75667 -0.96062 5.02390
H 0.40896 -1.21292 4.16852
H 1.16965 -0.11025 4.87376

5
Properties=species:S:1:pos:R:3 method="wB97M-V/def2-TZVPD" fmax_ev_per_a=3.76 e_homo_ev=-11.8 total_charge=0 de_lowest_ev=0.9101 smiles=N#[N+][O-].Cl
N 4.49700 -1.01898 0.77446
N 4.57829 -0.24849 -0.01519
O 4.57375 0.56107 -0.82131
Cl 0.14397 0.92649 0.13960
H -0.12969 2.09435 0.76634

6
Properties=species:S:1:pos:R:3 method="wB97M-V/def2-TZVPD" fmax_ev_per_a=4.10 e_homo_ev="-9.8 / -9.9" total_charge=0 de_lowest_ev=2.7941
N -0.83335 -0.98946 0.88602
N 1.24219 0.66567 -0.56245
O 2.42823 0.67183 -0.81802
O 0.25909 1.27982 -0.91157
Cl -1.82917 0.19646 0.98429
H -1.26700 -1.82433 0.42173

4
Properties=species:S:1:pos:R:3 method="wB97M-V/def2-TZVPD" fmax_ev_per_a=2.68 e_homo_ev="-9.7 / -9.7" total_charge=0 de_lowest_ev=3.6476
O -2.77827 0.78207 -0.54897
S -0.27119 1.06821 0.25695
Cl -3.46425 -0.43314 0.18023
H -0.03166 -0.22947 0.06149

16
Properties=species:S:1:pos:R:3 method="wB97M-V/def2-TZVPD" fmax_ev_per_a=6.71 e_homo_ev=1.3 total_charge=-3 de_lowest_ev=1.4949
Hg 0.18690 5.26264 2.40997
S 2.32097 -1.78828 0.04120
O 1.20715 -1.34773 0.81109
O 3.61988 -1.11202 0.11253
O 2.46524 -3.21959 0.24455
O 1.70994 -1.51721 -1.33171
S -1.29155 -0.87621 -2.03001
O -0.22610 0.17189 -2.21444
O -1.04559 -1.54874 -3.31475
O -0.96248 -1.85373 -0.99493
O -2.60287 -0.26214 -1.84868
Cl -1.05509 1.64626 1.55667
O -0.34135 0.77049 2.45499
O -1.04594 1.07801 0.21756
O -2.38074 1.62321 2.33068
O -0.55838 2.97315 1.55529

5
Properties=species:S:1:pos:R:3 method="wB97M-V/def2-TZVPD" fmax_ev_per_a=1.97 e_homo_ev=-24.4 total_charge=+4 de_lowest_ev=0.0000
Li 3.19240 -0.21079 -0.64938
Li -0.42060 -0.63849 -3.82827
Li -0.87428 -2.21490 2.31025
Mg -1.47061 2.67676 2.04851
Cl -0.42691 0.38742 0.11887

2
Properties=species:S:1:pos:R:3 method="wB97M-V/def2-TZVPD" fmax_ev_per_a=2.37 e_homo_ev=-14.6 total_charge=+1 de_lowest_ev=3.2456
Mg -1.53676 -0.64272 0.18657
Cl 1.53676 0.64272 -0.18657

7
Properties=species:S:1:pos:R:3 method="wB97M-V/def2-TZVPD" fmax_ev_per_a=1.47 e_homo_ev=-10.6 total_charge=0 de_lowest_ev=0.0376 smiles="O=NN=O.O=PCl"
O 0.51766 2.71524 2.05198
N 0.41088 1.83314 1.26805
N 0.30602 1.40929 0.21224
O 0.20516 0.46771 -0.52030
O 0.62530 -2.98860 -1.40969
P -0.63529 -2.33980 -1.12237
Cl -1.24251 -1.49309 -2.88627